(1)
The following is a DFT calculation (ωB97M-V/def2-TZVPD) of a structure of composition C18H25BBrCl5F3MgN2O9P.

The geometry in XYZ format:
```
66
C18H25BBrCl5F3MgN2O9P, DFT ωB97M-V/def2-TZVPD
O 6.48267 -1.72284 4.62546
P 6.19335 -1.55647 3.08056
O 5.54176 -3.06218 2.46006
O 7.60176 -1.19022 2.11709
B 4.80501 -0.19669 2.94396
C 3.24796 -0.77288 2.91211
C 2.69674 -1.55690 1.59675
C 1.16546 -2.04779 1.84064
C 0.43401 -1.72349 3.23016
N 0.87755 -0.97224 4.43752
C 2.27936 -0.54959 4.16916
H 4.66089 -3.22954 2.92286
H 7.23758 -0.90533 1.20929
H 5.08330 0.95902 2.85437
H 3.33650 -1.72711 0.63229
H 0.59652 -2.64344 0.99517
H -0.67566 -2.15890 3.33122
H 2.76486 0.07071 5.06949
Mg 3.92434 -1.33764 -0.74797
O 1.99154 -2.15128 -4.25136
H 1.48021 -2.51227 -4.99110
H 2.00126 -1.19672 -4.41722
Br 6.32434 0.91021 0.11041
C 2.53889 1.47634 -9.37314
O 3.85880 1.23597 -8.88903
C 3.91777 0.88326 -7.58008
O 2.96494 0.76356 -6.82594
O 5.22065 0.68689 -7.25546
C 5.43634 0.30783 -5.89750
H 2.61101 1.75080 -10.42921
H 1.92783 0.57143 -9.29356
H 2.07479 2.30735 -8.83242
H 4.94111 -0.64380 -5.67897
H 5.08797 1.09222 -5.21785
H 6.51194 0.17764 -5.74978
C -6.37631 -1.11288 2.96234
C -4.88609 -0.88173 3.13122
O -4.20328 -1.04958 1.87920
C -4.24147 0.02260 1.02444
O -4.81777 1.07728 1.27490
C -3.43734 -0.27100 -0.24168
F -3.69639 -1.50773 -0.75635
F -2.09254 -0.22773 -0.01762
F -3.68409 0.61528 -1.24731
H -6.56585 -2.09099 2.50904
H -6.88797 -1.06391 3.92805
H -6.81961 -0.36390 2.29840
H -4.47613 -1.63009 3.81916
H -4.67445 0.10211 3.56277
Cl 7.91203 0.08896 5.15388
N -7.34833 4.24462 0.76244
C -6.14448 3.96595 1.30875
C -5.37043 4.89644 1.98342
C -5.85657 6.19406 2.10330
C -7.09236 6.51229 1.54952
C -7.79487 5.51233 0.89647
H -5.80708 2.94090 1.18586
H -4.41165 4.61632 2.40475
H -5.27748 6.95108 2.62410
H -7.49873 7.51448 1.62532
H -8.76569 5.71010 0.45072
C 0.63430 -6.02028 1.74340
Cl -0.46403 -6.49183 0.42210
Cl 1.18607 -4.34544 1.48787
Cl -0.22655 -6.13105 3.29938
Cl 2.04175 -7.11257 1.76425
```

Results
ΔE to the lowest compared entry with this formula, charge and spin: 9.231 eV
Total energy: -7228.00837 hartree
Net charge: 0

=====

(2)
The following is a DFT calculation (ωB97M-V/def2-TZVPD) of a structure of composition C18H25ClN2OsS.

The geometry in XYZ format:
```
48
C18H25ClN2OsS, DFT ωB97M-V/def2-TZVPD
C 5.04413 0.98447 0.06253
C 5.36380 2.00474 -1.03582
C 5.60162 1.51673 1.38682
C 5.73569 -0.34032 -0.27549
Cl 3.22172 0.72225 0.19067
H 6.68636 1.63182 1.26151
H 5.42576 0.82498 2.21002
H 5.18573 2.49317 1.63431
H 6.45616 2.10655 -1.07624
H 4.94238 2.98453 -0.81130
H 5.01777 1.67276 -2.01422
H 6.81506 -0.14600 -0.33600
H 5.40637 -0.73034 -1.23814
H 5.56736 -1.09020 0.49704
C -2.50736 2.32306 0.54662
C -1.64358 1.83214 1.57703
C -0.27065 1.94056 1.09343
H -1.93984 1.61199 2.59946
C -0.33395 2.37790 -0.28157
C -1.69910 2.72850 -0.55402
H -2.05292 3.29122 -1.41658
H -3.58880 2.40926 0.60022
H 0.62365 1.87349 1.70847
H 0.49817 2.44751 -0.97027
C -0.77265 -2.05108 0.32566
C -1.79441 -1.71553 1.26133
C -1.20120 -0.91088 2.26489
H -2.85278 -1.92326 1.18252
C 0.18698 -0.77197 1.96157
C 0.45059 -1.48759 0.77121
H 1.41627 -1.63161 0.31347
H -0.91697 -2.63160 -0.58172
H -1.70725 -0.44934 3.10575
H 0.94142 -0.26757 2.55458
Os -0.94411 0.01196 0.42192
C -5.35107 -0.73719 -0.31250
N -4.60428 -1.58103 -1.24269
C -5.03200 -2.80500 -1.74320
C -4.01716 -3.32538 -2.48457
N -2.97295 -2.40793 -2.41987
C -3.33479 -1.34155 -1.66163
S -2.43573 0.11548 -1.49344
H -4.74019 -0.53648 0.57425
H -5.63660 0.21571 -0.77149
H -6.24484 -1.29445 -0.01623
H -5.99361 -3.20407 -1.49561
H -3.95035 -4.23903 -3.04202
H -2.04784 -2.50134 -2.83063
```

Results
ΔE to the lowest compared entry with this formula, charge and spin: 0.000 eV
Spin multiplicity: 5
Total energy: -1758.72335 hartree
⟨S²⟩: 6.025
Net charge: +2

=====

(3)
The following is a DFT calculation (ωB97M-V/def2-TZVPD) of a structure of composition C18H25F22NaO4PSSi2.

The geometry in XYZ format:
```
74
C18H25F22NaO4PSSi2, DFT ωB97M-V/def2-TZVPD
C 6.66738 -4.28269 -0.23257
O 5.75516 -3.31894 0.16572
C 5.85484 -2.06459 -0.51007
C 5.27478 -0.95904 0.35357
C 5.68455 0.44124 -0.15879
Si 4.28945 1.66607 0.12394
O 2.97162 1.05717 -0.66717
Si 1.64246 1.88209 -1.24782
C 0.57879 2.33119 0.21231
C -0.68163 3.17281 -0.06306
C -1.75216 3.03166 1.02899
C -2.47792 1.69696 0.86844
C -3.46996 1.18015 1.90602
F -2.92083 0.08748 2.51127
F -4.60402 0.75198 1.31046
C -3.91028 2.05854 3.12064
F -4.60183 1.28314 3.95591
F -2.82500 2.49774 3.75888
S -5.04709 3.54735 2.75020
F -5.28006 3.73151 4.30300
F -3.81863 4.56206 2.81618
F -4.80647 3.41275 1.17145
F -6.29222 2.58602 2.64107
F -5.99847 4.76469 2.47608
C 0.86616 0.68565 -2.47148
C -0.65590 0.52437 -2.38509
C -1.20252 -0.59786 -3.26817
F -0.24082 -1.14659 -4.04922
F -2.15478 -0.14930 -4.11401
C -1.78409 -1.78950 -2.46577
F -2.14983 -2.75843 -3.31181
F -0.77578 -2.26073 -1.70795
C -2.98822 -1.41827 -1.51736
F -3.41458 -0.18238 -1.82925
F -2.55214 -1.38918 -0.24990
C -4.25675 -2.32564 -1.56489
F -5.20201 -1.70069 -0.84350
F -4.68306 -2.39140 -2.82724
C -4.07068 -3.77103 -0.98994
F -4.76246 -4.61902 -1.75117
F -2.76670 -4.10326 -1.05323
C -4.55046 -3.98193 0.47972
F -4.11110 -3.00986 1.28418
F -5.88371 -4.01895 0.52358
F -4.06406 -5.15239 0.91526
P 3.75739 1.94242 2.34716
O 5.27707 1.82167 2.99037
O 3.07740 0.46610 2.66216
H 7.65811 -3.87469 -0.46260
H 6.27371 -4.80724 -1.13371
H 6.75853 -5.03735 0.54910
H 6.90481 -1.86122 -0.76110
H 5.27240 -2.11956 -1.44506
H 5.61224 -1.11894 1.38387
H 4.18467 -1.07031 0.35912
H 5.95037 0.40517 -1.21982
H 6.55287 0.80317 0.40233
H 4.63700 3.00718 -0.40551
H 2.13810 3.09309 -1.94589
H 0.34070 1.40503 0.75388
H 1.22397 2.90246 0.89514
H -0.39217 4.22545 -0.12698
H -1.13523 2.92928 -1.03179
H -1.25166 3.09178 2.00034
H -2.44484 3.86893 0.95571
H -3.01831 1.70121 -0.08271
H -1.72835 0.90286 0.80301
H 1.34613 -0.28043 -2.27824
H 1.14388 0.97310 -3.49022
H -1.16571 1.43302 -2.71169
H -0.95008 0.32258 -1.35269
H 5.68287 0.94736 2.96026
H 3.68725 -0.27297 2.76853
Na 5.77796 -5.36006 -2.78039
```

Results
Total energy: -4679.58757 hartree
Net charge: +1

=====

(4)
The following is a DFT calculation (ωB97M-V/def2-TZVPD) of an isolated molecule of C18H25FN4O4.

The geometry in XYZ format:
```
52
C18H25FN4O4, DFT ωB97M-V/def2-TZVPD
C 2.90117 -1.50745 5.81271
H 1.82020 -1.61345 5.86373
H 3.19363 -0.68081 6.45543
C 3.36900 -1.24145 4.38192
C 2.78569 0.06056 3.86245
O 3.45490 1.07722 3.81375
N 1.47618 0.06577 3.51108
C 0.60020 -1.06488 3.32072
H 1.04830 -1.98633 3.68200
C 0.28048 -1.19867 1.82739
N -0.30996 0.02738 1.33267
C -1.26958 0.02225 0.35419
C -1.11683 0.81968 -0.78453
C -2.02824 0.83001 -1.83946
N -1.94000 1.62184 -2.93308
H -2.61031 1.43566 -3.66725
C -0.80653 2.38456 -3.37594
H -0.14702 2.61732 -2.54119
C -0.01634 1.63933 -4.47217
C 0.62873 0.33135 -3.99040
H 1.66832 0.47309 -3.70487
C 0.45798 -0.58828 -5.19758
H 0.43917 -1.64249 -4.93338
C -0.87797 -0.10048 -5.75176
H -1.00001 -0.27633 -6.82164
H -1.71478 -0.57342 -5.21720
O -0.89488 1.30063 -5.53862
H 1.25171 -0.41378 -5.92433
H 0.07916 -0.06841 -3.13697
H 0.74375 2.32692 -4.87021
H -1.17679 3.32129 -3.80252
C -3.13064 -0.05030 -1.72911
C -3.33490 -0.82511 -0.62999
C -2.43939 -0.77573 0.44830
N -2.85746 -1.43088 1.63083
O -3.76897 -2.23839 1.54519
O -2.32990 -1.13387 2.69322
H -4.20438 -1.45976 -0.55843
F -4.00424 -0.09932 -2.76758
H -0.22936 1.42341 -0.86575
C 0.57054 1.15941 1.51744
H 0.07155 2.07003 1.18621
C 0.88297 1.28699 3.01267
H 1.58959 2.10021 3.18470
H -0.04640 1.47502 3.55882
H 1.51259 1.03377 0.96222
H -0.38265 -2.04442 1.66206
H 1.21894 -1.38488 1.27850
H -0.33732 -0.88836 3.85637
H 3.11850 -2.07833 3.72885
H 4.45332 -1.11984 4.37738
H 3.35821 -2.41828 6.19314
```

Results
ΔE to the lowest compared entry with this formula, charge and spin: 0.000 eV
Total energy: -1320.66446 hartree
SMILES: CCC(=O)N1CCN(c2cc(NC[C@H]3CCCO3)c(F)cc2[N+](=O)[O-])CC1
Net charge: 0

=====

(5)
The following is a DFT calculation (ωB97M-V/def2-TZVPD) of a structure of composition C18H25N2O5SeTc.

The geometry in XYZ format:
```
52
C18H25N2O5SeTc, DFT ωB97M-V/def2-TZVPD
Tc -1.66148 0.19839 -1.10027
O -2.81875 1.66909 0.00916
C -2.80231 1.40996 1.43184
C -2.47289 -0.03279 1.70200
C -2.78871 -0.64838 2.89187
C -2.43882 -1.97901 3.07352
C -1.79961 -2.66576 2.05706
C -1.51607 -1.99793 0.88524
N -1.82246 -0.69757 0.72550
H -3.70896 1.54253 -0.35775
H -3.75896 1.68503 1.87056
H -2.03454 2.06565 1.84193
H -3.31645 -0.09819 3.65916
H -2.69213 -2.48207 3.99738
H -1.54484 -3.71133 2.14778
H -1.06988 -2.48717 0.03475
O -1.30555 -1.32990 -2.33659
Se -2.96914 -1.73771 -2.64095
O -3.30258 -1.77273 -4.20710
O -3.42565 -0.20705 -1.90075
O -3.38534 -2.93098 -1.63855
C 2.47782 -3.46335 -0.37863
C 2.29037 -2.02115 0.01561
C 3.09410 -1.43863 0.99007
C 2.96147 -0.10381 1.37097
C 3.87310 0.49093 2.41235
C 1.99725 0.66721 0.74136
C 1.16548 0.09050 -0.22071
C 1.30524 -1.24472 -0.58288
N 0.14297 0.83925 -0.84509
C 0.46749 2.14556 -1.51471
C 1.92789 2.22221 -1.95374
C -0.43289 2.16229 -2.75864
C 0.09938 3.30443 -0.58470
H 3.50559 -3.65391 -0.68812
H 1.82175 -3.74185 -1.20199
H 2.26733 -4.12620 0.46264
H 3.85832 -2.04225 1.46917
H 4.14580 -0.25003 3.16231
H 3.40625 1.33498 2.91878
H 4.79756 0.85011 1.95701
H 1.86538 1.69885 1.03669
H 0.68532 -1.65654 -1.37370
H 2.28688 1.26475 -2.33315
H 2.59124 2.54481 -1.15446
H 1.99763 2.94994 -2.76252
H -0.17596 1.35333 -3.44431
H -0.32306 3.10947 -3.28485
H -1.50474 2.09229 -2.50691
H 0.64861 3.26132 0.35460
H -0.96837 3.32593 -0.37133
H 0.35988 4.24218 -1.07689
```

Results
Spin multiplicity: 2
Total energy: -3668.51518 hartree
⟨S²⟩: 1.008
Net charge: +1

=====

(6)
The following is a DFT calculation (ωB97M-V/def2-TZVPD) of a structure of composition C18H25N2W.

The geometry in XYZ format:
```
46
C18H25N2W, DFT ωB97M-V/def2-TZVPD
C -0.34785 0.41718 -2.77066
C 0.16813 1.85250 -2.95273
C 0.39443 -0.55622 -3.71813
C -1.82479 0.46714 -3.18760
H 0.01248 -0.41275 -4.74063
H 0.22809 -1.60508 -3.46189
H 1.47428 -0.40760 -3.73581
H -0.29381 2.28157 -3.84980
H 1.24859 1.92603 -3.07431
H -0.12246 2.48875 -2.11432
H -1.88450 0.96910 -4.16296
H -2.41185 1.05503 -2.48012
H -2.29726 -0.50898 -3.28993
C 1.48379 -0.35105 0.77604
C 2.01606 -1.13303 -0.32853
C 2.35683 -0.22031 -1.38068
H 2.19319 -2.20791 -0.35427
C 2.19062 1.11097 -0.87085
C 1.65285 1.03958 0.43362
H 1.45560 1.87813 1.09940
H 1.16515 -0.72847 1.74626
H 2.82365 -0.51908 -2.31924
H 2.47558 2.02676 -1.38956
C -2.20087 -1.39793 0.49443
C -1.02072 -2.04240 0.91455
C -0.34919 -2.55369 -0.24757
H -0.71583 -2.22244 1.94365
C -1.13302 -2.18869 -1.41668
C -2.26648 -1.42966 -0.92038
H -3.11153 -1.12486 -1.51930
H -2.97847 -1.01022 1.14543
H 0.47403 -3.26481 -0.28172
H -1.00951 -2.63600 -2.40003
W 0.02933 -0.41900 -0.97241
C 1.65788 1.85016 3.82192
C 0.35782 1.16043 3.87438
N -0.45940 0.89117 2.86196
C -1.56716 0.26197 3.38934
C -1.41058 0.11576 4.75106
N -0.18916 0.68611 5.03856
H 2.02704 2.04082 4.83293
H 2.38069 1.22801 3.28330
H 1.54713 2.80653 3.29806
H -2.42225 -0.03003 2.80024
H -2.03624 -0.36101 5.48280
H 0.23972 0.77752 5.95217
```

Results
ΔE to the lowest compared entry with this formula, charge and spin: 0.489 eV
Spin multiplicity: 3
Total energy: -877.13427 hartree
⟨S²⟩: 2.017
Net charge: +1